Record 1
This record from the Open Molecules 2025 dataset describes 10 unconnected molecules or ions with the total composition C70H160F24N2O2P8 in a non-equilibrium geometry. The level of theory is ωB97M-V with the def2-TZVPD basis set.

```
! RIJCOSX wB97M-V def2-TZVPD def2/J DEFGRID3
* xyz 2 1
P 1.37 -0.23 -3.38
P -3.02 2.70 -4.64
P -2.99 5.07 6.45
P -4.62 -6.12 3.94
P 4.12 3.05 -6.23
P 4.80 -3.18 4.77
P 1.77 6.56 2.75
P 1.47 1.10 5.63
F 1.24 -0.80 -1.86
F 2.51 -0.18 5.79
F -2.97 4.67 4.87
F 2.52 5.08 2.59
F 2.92 0.10 -3.16
F 1.31 6.17 4.26
F 0.33 2.27 5.48
F 3.15 7.24 3.11
F -2.97 5.43 8.05
F 1.80 -1.64 -4.09
F 0.29 -0.05 5.34
F -0.20 -0.60 -3.58
F 1.43 0.51 -4.85
F -3.52 3.57 6.87
F 1.09 0.97 7.18
F -4.54 5.42 6.49
F -1.45 4.69 6.48
F 0.34 6.03 2.27
F -2.59 6.57 6.03
F 1.02 7.94 2.72
F 2.54 2.31 5.83
F 1.04 1.23 -2.82
F 1.88 1.25 4.00
F 2.11 6.82 1.18
O -0.89 2.35 0.52
O -4.45 3.01 2.14
N -5.61 4.91 1.25
N -0.03 2.87 2.72
C 5.17 1.60 -5.78
C -7.13 3.95 -7.78
C -3.89 -8.89 6.87
C -0.83 5.98 -0.82
C 3.72 -3.08 3.26
C -2.02 0.13 -8.00
C 3.94 5.41 -1.26
C -8.55 -6.02 4.79
C -3.84 -7.58 4.72
C -1.64 3.46 -3.79
C -3.33 -4.92 3.82
C 5.73 -1.57 5.21
C -5.15 -6.46 2.25
C 7.05 -4.68 5.72
C 7.78 -5.99 5.48
C -9.58 -7.06 5.13
C 1.45 -6.57 7.13
C 4.10 4.44 -3.65
C -5.24 3.36 -6.15
C -2.51 -2.60 3.26
C 5.20 4.41 -6.96
C -7.17 -6.47 5.22
C -5.18 -6.77 -1.00
C 1.55 2.70 0.58
C 5.94 -4.51 4.55
C -3.84 1.49 -3.56
C 2.58 -2.09 3.34
C -3.58 -7.51 6.25
C 3.76 -3.55 6.23
C 3.33 4.45 -2.30
C 6.59 -0.97 4.11
C 6.22 1.04 -6.81
C -4.78 -7.80 0.00
C -4.23 0.31 -1.26
C 2.44 2.03 -10.13
C -6.22 4.45 -6.62
C -4.14 -7.16 1.29
C -3.27 -8.92 8.32
C -2.21 1.69 -5.95
C 6.45 1.35 5.20
C 7.58 1.75 -6.73
C -6.01 -5.37 4.95
C 0.74 -1.11 1.92
C 2.56 -5.53 7.37
C 5.12 6.54 -8.34
C 8.54 1.25 -5.67
C -2.91 0.60 -6.80
C -1.98 4.49 -2.66
C 2.87 2.47 -7.49
C -1.54 2.96 3.11
C 3.29 3.70 -4.72
C -1.81 1.20 -9.09
C 0.12 2.67 1.17
C -3.55 -1.14 -1.59
C 4.29 5.51 -7.63
C -4.34 5.61 0.67
C -3.75 -3.49 3.47
C 3.44 2.05 -8.86
C 6.46 0.53 3.88
C 1.60 0.75 -10.25
C -2.98 -1.29 2.76
C -5.33 3.85 2.28
C 1.73 -2.31 2.06
C 5.93 6.13 -9.58
C 8.60 -6.62 6.60
C -0.82 5.46 -2.31
C -4.18 3.99 -5.26
C -3.48 1.39 -2.03
C -6.08 3.91 3.54
C 2.90 -4.85 6.07
H 3.36 3.57 -1.66
H -6.71 3.86 -8.78
H 3.28 6.27 -1.16
H 0.83 0.88 -11.01
H 5.87 4.03 -7.73
H 9.38 -5.98 7.04
H 7.87 -3.97 5.83
H 2.23 3.31 -7.76
H -3.54 -9.69 6.21
H -1.40 1.09 -5.53
H 2.15 2.08 1.24
H -6.39 2.95 3.95
H -2.39 4.00 -1.77
H -6.93 -7.48 4.89
H 5.03 3.88 -3.49
H 2.35 -2.19 1.17
H 3.46 -6.04 7.70
H -5.48 4.33 4.35
H -4.92 2.91 -7.09
H -2.84 5.10 -2.94
H 6.39 -1.78 6.05
H -4.31 0.53 -0.19
H 4.62 -3.74 6.89
H -1.72 -2.89 2.57
H -1.93 3.77 2.50
H 5.31 -5.40 4.42
H 4.31 7.21 -8.63
H -2.09 -0.67 2.71
H 1.35 2.29 -0.41
H -2.70 -1.25 -0.91
H -5.38 -5.48 1.83
H 7.61 -1.28 4.37
H -2.96 -4.71 4.82
H -7.19 -6.76 6.27
H -4.60 -8.34 4.55
H -4.57 4.47 -4.36
H -1.66 2.33 -6.64
H -3.78 2.32 -1.54
H -3.78 -0.87 3.37
H -3.90 0.87 -7.15
H -3.10 -0.30 -6.21
H -0.86 1.72 -8.93
H 0.17 5.02 -2.43
H 5.64 1.89 -4.84
H 5.76 7.09 -7.64
H 6.34 -4.20 3.59
H 4.43 -2.91 2.46
H 3.62 5.94 -6.88
H -5.81 5.45 -6.77
H 7.14 -6.77 5.06
H -8.76 -5.03 5.22
H 6.66 -4.72 6.73
H -4.91 1.58 -3.74
H 7.95 -6.94 7.41
H 8.35 -5.89 4.55
H -9.33 -7.90 4.49
H -7.97 4.63 -7.87
H 2.51 4.33 -5.14
H -3.28 -1.30 -2.63
H -1.05 3.96 -4.56
H -6.06 -6.21 -0.68
H -0.93 5.19 -0.07
H -0.95 2.64 -3.62
H 9.48 1.74 -5.91
H 2.31 -4.70 8.04
H 5.88 1.06 -7.84
H -4.94 -8.99 7.15
H -10.44 -6.46 4.85
H 0.71 -6.02 6.55
H -5.65 -8.29 0.45
H 0.15 6.43 -0.65
H -3.83 -8.01 1.90
H 4.47 0.80 -5.55
H -5.76 2.55 -5.63
H 1.06 -7.09 8.00
H -6.95 4.64 -5.84
H 3.73 4.88 -8.31
H 2.10 -7.33 6.71
H -2.96 -7.95 8.72
H -1.54 3.18 4.18
H 0.45 3.72 2.96
H -7.56 2.95 -7.63
H 1.95 3.71 0.48
H -5.35 -7.26 -1.96
H 1.31 0.36 -9.27
H -1.78 0.84 -10.11
H -5.25 0.40 -1.62
H 9.13 -7.52 6.30
H -2.40 -9.57 8.24
H 2.30 4.79 -2.42
H -5.56 -5.09 5.91
H -0.94 6.25 -3.04
H -6.28 5.51 1.71
H 3.37 -5.61 5.45
H -2.61 1.94 -9.04
H 5.57 0.90 3.37
H -3.58 0.55 -4.05
H -3.86 -9.45 9.07
H -2.13 -2.21 4.21
H -2.45 -5.23 3.26
H 3.28 -2.67 6.66
H -4.16 -6.74 6.76
H -6.97 4.55 3.48
H 5.81 4.81 -6.15
H -2.39 1.32 -1.96
H 0.24 -0.75 2.82
H -2.52 -7.34 6.42
H 4.94 -0.92 5.58
H 3.20 -4.02 3.11
H 5.54 1.28 5.80
H -3.77 4.85 0.13
H -9.51 -7.35 6.18
H 8.24 1.73 -4.74
H -4.11 -1.98 -1.18
H 4.37 5.47 -3.89
H 1.22 -0.28 1.40
H -4.26 -8.70 -0.33
H 5.42 5.50 -10.31
H 3.86 1.06 -8.69
H 1.96 -2.20 4.23
H 6.70 5.46 -9.22
H 1.94 -4.62 5.60
H 6.28 7.02 -10.09
H 1.79 2.91 -10.19
H -6.38 -4.47 4.47
H -4.58 6.44 0.01
H -3.58 4.69 -5.85
H 6.40 -1.51 3.18
H 0.28 2.04 3.21
H 4.95 5.75 -1.48
H 7.27 0.91 3.26
H 1.35 -3.33 2.10
H 6.53 0.02 -6.58
H 7.58 2.84 -6.62
H 2.88 -1.05 3.48
H -3.75 5.96 1.52
H -6.02 4.46 0.44
H -1.59 6.75 -0.68
H 2.22 -0.10 -10.54
H 8.66 0.17 -5.55
H 2.24 1.66 -7.13
H 3.00 2.74 -4.28
H -2.84 -7.78 4.34
H -4.38 -3.31 2.59
H -4.30 -2.95 4.24
H 4.22 2.76 -9.13
H 3.05 2.04 -11.04
H 3.91 4.99 -0.25
H -3.25 -6.61 0.99
H -6.05 -7.05 2.37
H -2.50 -0.79 -8.34
H -1.93 1.96 2.91
H -4.36 -6.14 -1.33
H -3.39 -1.37 1.75
H 8.09 1.55 -7.67
H 0.09 -1.52 1.15
H -1.06 -0.14 -7.57
H -8.56 -5.84 3.72
H 6.76 2.39 5.06
H 7.16 0.89 5.88
*
```

Computed properties:
- HOMO: -12.52 eV

Record 2
This record from the Open Molecules 2025 dataset describes 2 unconnected molecules or ions with the total composition C4H13N2O2 in a non-equilibrium geometry. The level of theory is ωB97M-V with the def2-TZVPD basis set.

```
! RIJCOSX wB97M-V def2-TZVPD def2/J DEFGRID3
* xyz 1 1
O 2.71 1.15 0.82
O -1.94 1.85 -0.87
N 0.10 2.21 0.13
N -2.19 -0.53 -0.29
C -0.83 -0.02 0.04
C 0.60 -2.17 0.07
C -0.91 1.47 -0.34
C 0.23 -0.84 -0.64
H -0.64 -0.03 1.11
H 0.42 -3.08 -0.51
H -2.47 -1.30 0.32
H 2.64 0.85 1.74
H 1.16 -0.31 -0.65
H 0.13 -1.02 -1.71
H -2.20 -0.84 -1.27
H 0.19 3.15 -0.23
H -2.87 0.25 -0.33
H 0.03 -2.30 0.98
H 0.97 1.73 0.36
H 1.65 -2.18 0.37
H 3.24 1.96 0.89
*
```

Computed properties:
- HOMO: -14.46 eV
- Energy above the lowest of the compared OMol25 structures with the same formula, charge and spin: 108.9 kJ/mol